Record 1
Formula: C2H3NP2
Source: the Open Molecules 2025 dataset
Level of theory: ωB97M-V with the def2-TZVPD basis set

Output
**Energy**: -815.2860 Ha
**E_LUMO (spin up / spin down)**: -0.76 / -0.90 eV
**Relative energy (zero: lowest compared OMol25 entry of this formula, charge and spin)**: 366.61 kJ/mol
**HOMO energy (spin up / spin down)**: -0.3219 / -0.2979 Eh
**Frontier orbital gap (spin up / spin down)**: 0.2939 / 0.2650 Eh

The geometry in ORCA input format:
```
! wB97M-V def2-TZVPD RIJCOSX def2/J DEFGRID3
* xyz 0 1
H 1.6866 1.4803 1.1694
C 0.8080 0.9023 1.2890
P -1.4005 -0.2040 -0.0272
H -0.3333 -0.7120 -2.0695
H -1.6183 -1.5590 -0.1876
C 0.1245 -0.3124 -1.1383
P -0.4959 0.2322 1.9392
N 1.2290 0.1725 -0.9750
*
```

Record 2
Formula: C9H14O
Source: the Open Molecules 2025 dataset
Level of theory: ωB97M-V with the def2-TZVPD basis set

Output
**Energy**: -426.4954 Ha
**E_LUMO**: 0.76 eV
**SMILES string**: Cc1ccc(O)cc1.CC
**Relative energy (zero: lowest compared OMol25 entry of this formula, charge and spin)**: 203.18 kJ/mol
**HOMO energy**: -0.2965 Eh
**Frontier orbital gap**: 0.3244 Eh

The geometry in ORCA input format:
```
! wB97M-V def2-TZVPD RIJCOSX def2/J DEFGRID3
* xyz 0 1
H -1.9930 1.8781 0.7178
H -1.6331 -1.2639 -1.7859
C 1.4190 1.0844 1.2186
C -1.6420 -0.5905 -2.6633
C -0.2999 -0.0848 -3.2237
H 3.1000 0.3899 2.4203
C -0.4505 -0.4523 1.1955
H -1.4225 1.5174 -0.6623
C -0.8971 1.8362 0.2957
H -1.3834 -0.8813 0.7897
H 1.9368 1.9210 0.5847
H -0.1776 -2.2420 2.4317
C 0.1687 -1.2964 2.1559
C 0.0228 0.8488 0.9691
H -1.9828 0.3890 -2.2990
H -0.3401 2.7508 0.3034
H -0.3785 0.9517 -3.5179
H 0.0183 -0.5629 -4.1485
H 1.9360 -2.6719 3.0541
H 0.5327 -0.1014 -2.4701
H -2.2770 -1.0084 -3.3358
O 2.1736 -1.7424 3.3243
C 2.1127 0.2467 2.0745
C 1.4570 -0.9157 2.5712
*
```

Record 3
Formula: C21H47O2P3Sn
Source: the Open Molecules 2025 dataset
Level of theory: ωB97M-V with the def2-TZVPD basis set

Output
**Energy**: -2215.5584 Ha
**E_LUMO (spin up / spin down)**: -13.83 / -14.60 eV
**Relative energy (zero: lowest compared OMol25 entry of this formula, charge and spin)**: 111.35 kJ/mol
**HOMO energy (spin up / spin down)**: -0.7209 / -0.7204 Eh
**Frontier orbital gap (spin up / spin down)**: 0.2125 / 0.1839 Eh

The geometry in ORCA input format:
```
! wB97M-V def2-TZVPD RIJCOSX def2/J DEFGRID3
* xyz 4 1
H -0.2507 -1.3168 -3.6155
H 0.6136 -3.4768 3.0366
H 3.7210 -2.2777 1.2456
H -1.5726 -3.9104 0.0963
C -2.3318 -3.1964 -0.2402
C -3.2924 3.7603 2.5440
C -4.4350 2.9606 2.3950
C -1.2823 0.3427 -1.0254
C 1.3960 -3.5727 0.0203
H -0.1655 -3.1142 -5.3084
H 3.0783 -1.2465 2.5575
H -0.9255 -4.2580 -4.1916
C -3.1165 3.9690 0.1480
Sn 0.4744 0.0898 -0.0959
O -3.9602 2.1695 -1.1185
H -1.2565 0.4024 -2.1202
C 0.1409 -2.6673 2.4608
H -0.6156 2.4434 -0.8640
H -0.0716 -1.8257 3.1352
H 3.0917 2.3499 3.3023
H 2.9544 2.7292 -1.2174
H 3.5889 1.0468 2.1852
P 1.2208 1.5898 2.0049
C -0.2742 -3.3799 -4.2539
H 2.1201 -1.6050 -2.9774
H -1.9437 5.1361 1.5478
H 1.6999 3.5671 0.6669
H -3.0825 -2.3112 -2.0524
H 4.3202 0.3266 0.1171
H -3.3135 -3.6012 0.0217
H -2.2012 -2.2508 0.2996
C 2.4980 -0.5875 -3.1534
H 1.6956 3.9029 2.4217
H 2.9346 -3.0233 2.6685
H 3.8012 2.1224 -2.6746
H 1.1833 -4.4973 0.5782
H -5.6664 1.8364 0.9727
H -1.4941 1.8165 0.6032
H 2.0368 2.4262 -2.7267
C -2.7046 4.3610 1.4223
H -1.0630 1.3778 2.8590
H -2.6955 4.4119 -0.7551
O -1.0093 -2.4407 -2.1089
H 0.7140 -3.6399 -3.8593
H -2.4180 -3.9590 -2.2556
C 2.8660 2.0754 -2.0968
H -4.6942 1.6109 -1.1601
H 0.1087 0.4671 3.8571
H -5.0265 2.6894 3.2692
H -2.9170 3.9887 3.5417
H -2.1367 -0.2261 -0.6413
H 0.6773 -3.4744 -0.8054
H 4.9651 0.0945 -1.5362
H 0.0089 2.2532 3.9866
H 4.1662 -1.2652 -0.6907
H 3.5066 -0.6502 -3.5891
H 2.4111 -3.6333 -0.3970
C -0.8935 1.5620 -0.2756
C -0.0561 1.3989 3.2975
C -0.8887 -2.2062 -3.5133
C 4.1527 -0.1773 -0.8452
P 1.2877 -2.1420 1.1461
C 1.1785 3.3668 1.6131
H -0.8035 -3.0268 2.0300
C -2.2740 -2.9948 -1.7369
C -4.8279 2.5149 1.1344
H -1.8772 -1.9764 -3.9451
C 2.9131 -2.1655 1.9804
C 2.8022 1.3767 2.8787
C -4.0392 2.9149 0.0333
H 1.8292 -0.0815 -3.8633
P 2.5779 0.3509 -1.5956
H 0.1454 3.7305 1.5355
H 2.6964 0.6447 3.6916
*
```